1.
22
Properties=species:S:1:pos:R:3:lowdin_charge:R:1 method="wB97M-V/def2-TZVPD" e_homo_ev=-17.18 gap_ev=8.72 charge=+2
O 2.29774 0.76804 -3.35018 0.13
C 1.66371 0.55601 -2.42632 0.04
Ca -0.34354 -0.16999 -0.34192 1.26
C 0.06480 1.99401 0.49299 -0.01
C 1.46787 -1.24742 0.71104 -0.01
O 0.07200 3.09460 0.76426 0.20
O 2.26030 -1.95946 1.10468 0.19
C -4.74660 -2.89900 1.35856 0.01
N -3.90053 -1.69635 1.36662 -0.09
C -4.36372 -0.48808 2.08816 0.02
C -2.72747 -1.67142 0.75488 -0.43
C -2.10573 -2.81168 -0.00685 0.02
O -2.03927 -0.55609 0.81774 -0.29
H -5.65660 -2.72006 1.91572 0.10
H -4.19966 -3.72371 1.81946 0.11
H -5.00035 -3.15023 0.32643 0.11
H -3.66186 -0.23631 2.87813 0.11
H -4.45727 0.34486 1.39645 0.10
H -5.33634 -0.68162 2.53485 0.10
H -1.92296 -2.51956 -1.05997 0.10
H -1.13451 -3.09030 0.44062 0.10
H -2.73669 -3.69922 -0.01504 0.09

=====

2.
90
Properties=species:S:1:pos:R:3:lowdin_charge:R:1 method="wB97M-V/def2-TZVPD" relative_energy_kj_mol=222.72 e_homo_ev="-4.20 / -5.11" gap_ev="6.44 / 6.08" spin_multiplicity=5 charge=-1
Cr 1.30498 0.63375 0.15807 0.23
O 2.20796 0.99079 -1.08995 -0.46
F 1.54244 3.02181 0.66611 -0.39
Sb 2.19634 4.79526 0.96298 1.37
F 0.61707 5.19500 1.90882 -0.36
F 2.98452 4.14902 2.57728 -0.36
F 2.89911 6.50908 1.31489 -0.37
F 3.80317 4.28966 0.08050 -0.37
F 1.44739 5.36422 -0.66220 -0.35
C 3.41587 -1.80853 -2.67583 -0.22
Si 1.60506 -2.18798 -2.33853 0.29
C 1.27691 -3.94529 -2.95508 -0.23
C 0.52926 -1.02685 -3.34900 -0.22
Ge 1.09007 -1.92545 -0.04616 0.63
Si 2.69507 -3.07376 1.27991 0.31
C 4.39591 -2.27459 1.13049 -0.21
C 2.22048 -2.92389 3.09397 -0.21
C 2.90584 -4.88958 0.81001 -0.22
Si -1.05278 -2.85483 0.37810 0.30
C -2.23714 -2.47285 -1.02579 -0.23
C -0.93162 -4.74131 0.46534 -0.23
C -1.75622 -2.26189 2.01379 -0.23
H 3.60185 -1.83278 -3.75420 0.03
H 4.07670 -2.53919 -2.20466 0.01
H 3.66160 -0.81216 -2.30585 0.01
H 1.52366 -4.01489 -4.01936 0.02
H 0.22473 -4.21566 -2.83681 0.01
H 1.87530 -4.68467 -2.41837 0.01
H 0.76768 -1.11150 -4.41399 0.03
H 0.69755 0.00259 -3.03171 0.01
H -0.53095 -1.25529 -3.21409 0.00
H 4.35772 -1.20727 1.36221 0.00
H 4.78418 -2.36952 0.11490 0.02
H 5.10748 -2.74822 1.81386 0.03
H 2.15722 -1.84573 3.22061 -0.01
H 2.99611 -3.32116 3.75246 0.03
H 1.25472 -3.36360 3.34306 0.02
H 3.22270 -4.98945 -0.23031 0.01
H 1.97442 -5.44467 0.92855 0.01
H 3.66560 -5.35895 1.44275 0.02
H -1.89488 -2.94410 -1.95201 0.02
H -2.31021 -1.39884 -1.18186 -0.03
H -3.23301 -2.85578 -0.78667 0.03
H -0.50668 -5.15449 -0.45263 0.02
H -1.92988 -5.16875 0.60140 0.02
H -0.31237 -5.07263 1.30157 0.01
H -1.84536 -1.17680 2.01134 -0.02
H -1.10094 -2.53862 2.84299 0.01
H -2.74495 -2.69777 2.18572 0.03
S -3.54551 0.83178 0.57817 0.24
P -3.10483 1.75638 -1.12427 0.34
S -0.90545 1.25745 -0.30956 0.25
C -4.18691 1.15722 -2.46654 -0.40
C -5.56558 1.35716 -2.42186 -0.10
C -6.37149 0.86022 -3.43257 -0.09
C -5.80816 0.16073 -4.49437 -0.09
C -4.43774 -0.04044 -4.54243 -0.08
C -3.62780 0.45900 -3.53025 -0.09
C -3.44668 3.53213 -1.00559 -0.39
C -3.84225 4.27447 -2.11756 -0.10
C -4.01467 5.64596 -2.01491 -0.09
C -3.77465 6.28924 -0.80912 -0.09
C -3.35559 5.55773 0.29341 -0.08
C -3.18939 4.18553 0.19785 -0.10
H -6.00467 1.89795 -1.59210 0.11
H -7.44247 1.01571 -3.39233 0.10
H -6.44075 -0.22670 -5.28322 0.10
H -3.99508 -0.58545 -5.36630 0.10
H -2.55491 0.30321 -3.56594 0.10
H -4.01947 3.78040 -3.06512 0.10
H -4.32586 6.21526 -2.88191 0.10
H -3.89755 7.36226 -0.73347 0.10
H -3.14000 6.05801 1.22836 0.10
H -2.84918 3.61385 1.05176 0.08
C 1.07912 0.19867 5.39719 0.00
N 1.92944 0.60538 4.28800 -0.04
C 3.17357 1.10557 4.46334 -0.04
C 3.96390 1.44838 3.43084 0.00
C 3.42137 1.28461 2.11385 -0.38
N 2.20295 0.77443 1.95225 0.06
C 1.38622 0.45287 3.01950 -0.52
O 0.25295 0.05858 2.86548 0.06
N 4.15590 1.59354 1.04511 0.20
H 1.58058 0.44044 6.33230 0.09
H 0.88238 -0.87136 5.35052 0.09
H 0.12710 0.72158 5.34718 0.10
H 3.48359 1.21947 5.49339 0.13
H 4.93575 1.88984 3.57334 0.12
H 4.87631 2.28582 1.17378 0.12
H 3.69577 1.63115 0.13721 0.07

=====

3.
16
Properties=species:S:1:pos:R:3:lowdin_charge:R:1 method="wB97M-V/def2-TZVPD" relative_energy_kj_mol=120.31 e_homo_ev=-8.50 gap_ev=9.37
C -2.98726 -0.84718 0.05579 -0.07
C -1.87523 -0.09316 -0.62967 -0.36
N -0.76721 0.16989 -0.13369 -0.31
S 0.32159 1.16712 -0.98376 0.83
C 1.61002 1.27993 0.35912 -0.53
C 2.35513 0.02086 0.68221 -0.63
S 2.99126 -0.87579 -0.76135 0.67
H -3.40515 -1.47400 -0.70169 0.06
H -3.79432 -0.20502 0.28653 0.06
H -2.61545 -1.30102 0.96374 0.08
H -2.19263 0.31394 -1.63219 0.11
H 2.25408 2.09787 0.02098 0.07
H 1.10637 1.60673 1.25340 0.06
H 3.32589 0.27481 1.16321 0.07
H 1.80505 -0.67078 1.24201 0.04
H 1.86786 -1.46419 -1.18461 -0.16

=====

Number 1: strongest force on any atom 4.8 eV/A, total energy -1304.92295 a.u.. Number 2: strongest force on any atom 1.2 eV/A, total energy -7299.28024 a.u.. Number 3: strongest force on any atom 2.7 eV/A, total energy -1008.89745 a.u..